[1]
Molecular formula: C33H87O40P7
Method: DFT, ωB97M-V/def2-TZVPD

```
167
Properties=species:S:1:pos:R:3:forces:R:3
C -4.23106 -4.17387 3.44448 0.489 0.210 0.986
O -4.08795 -2.96404 4.28965 0.203 -0.295 -0.445
P -2.67286 -2.59611 4.93157 2.542 -1.376 1.683
O -2.14354 -3.60769 5.94341 -1.335 2.331 -2.482
O -1.63179 -2.38264 3.68993 -1.699 -0.226 1.272
C -2.12834 -1.71734 2.53502 0.253 0.091 -1.458
O -2.81375 -1.07751 5.51926 0.168 -2.556 -1.919
C -3.47054 -1.03553 6.75885 -1.380 1.494 0.643
H -4.55080 -3.85834 2.45135 -0.047 -0.075 0.223
H -4.91179 -4.86720 3.93847 -0.407 0.464 -0.122
H -3.30591 -4.74913 3.40894 0.285 0.398 -0.205
H -3.20702 -1.60368 2.42715 -0.115 0.182 0.872
H -1.89265 -2.31721 1.65598 0.507 -0.088 0.073
H -1.63173 -0.75360 2.42239 -0.107 0.050 0.119
H -2.78590 -0.53268 7.44188 -0.209 -0.602 0.438
H -3.96014 -1.95451 7.08114 0.899 -0.337 0.225
H -4.33484 -0.38535 6.62349 0.024 0.413 0.035
C 3.84186 2.59118 3.64835 -0.509 0.666 -0.908
O 3.22267 3.41751 4.65855 -1.338 1.796 0.004
P 2.90405 5.05879 4.41068 3.336 0.236 0.587
O 2.07245 5.81368 5.34299 -0.808 -1.282 0.438
O 4.44764 5.68552 4.54602 -3.284 -0.675 -2.305
C 5.07672 5.48439 5.75115 1.740 -0.838 0.848
O 2.54282 5.33097 2.88865 0.380 0.003 1.360
C 1.30157 4.82153 2.44707 -0.266 -1.333 -1.404
H 4.79287 2.16909 3.97318 0.122 0.586 0.156
H 3.89519 3.21910 2.75897 0.797 -0.176 -0.207
H 3.24008 1.73056 3.35631 -0.538 0.073 0.582
H 4.73268 6.04340 6.62134 -0.191 0.538 -0.367
H 6.10744 5.69308 5.46451 0.241 0.239 0.860
H 5.05616 4.44041 6.06380 -0.092 -0.274 -0.073
H 0.78325 4.16153 3.14267 0.022 0.267 0.329
H 1.58156 4.19479 1.60036 -0.215 -0.221 -0.218
H 0.60029 5.54534 2.03186 0.273 0.506 0.521
C -2.43715 5.46866 -4.77473 -1.480 0.651 -0.324
O -2.01319 4.73103 -3.66386 0.837 -0.025 2.309
P -2.36317 5.07425 -2.12571 -0.263 -0.749 0.410
O -3.81872 5.11150 -1.75953 2.571 0.183 -0.471
O -1.45765 6.42518 -1.88437 -1.402 -2.102 -0.547
C -1.27685 6.95864 -0.58141 1.039 0.807 -0.108
O -1.54998 3.88939 -1.29376 -1.692 1.951 -1.341
C -0.18774 3.78385 -1.62324 1.713 -0.990 0.263
H -3.35380 4.97604 -5.09902 0.103 0.083 -0.551
H -1.69769 5.53555 -5.57274 0.151 -0.462 0.303
H -2.73095 6.48789 -4.52379 0.176 0.129 0.238
H -0.28662 6.70940 -0.20009 0.192 -0.461 -0.128
H -1.97708 6.65912 0.19837 -0.458 0.244 -0.481
H -1.19797 8.01968 -0.81819 -0.577 0.201 0.828
H 0.00007 3.15283 -2.49195 -0.389 0.355 -0.485
H 0.32489 3.21713 -0.84599 -0.330 0.153 0.494
H 0.34010 4.73429 -1.70174 -0.240 0.096 -0.195
C 2.68880 -6.13267 -3.28804 -0.553 -1.229 0.945
O 1.67756 -7.12137 -2.91952 -2.210 -0.025 -1.123
P 0.23148 -7.38727 -3.72013 0.906 1.302 2.025
O -0.22445 -6.42831 -4.72844 0.709 -0.249 -0.057
O 0.44888 -8.89341 -4.08613 -0.123 -1.434 0.121
C -0.66006 -9.70585 -4.64189 0.711 1.704 -0.452
O -0.85716 -7.42539 -2.53423 0.982 0.293 -1.633
C -0.64071 -8.34334 -1.49047 -0.306 -0.052 1.024
H 2.93034 -5.57630 -2.38239 -0.378 0.349 -0.126
H 2.32434 -5.50572 -4.10180 0.482 -0.170 -0.103
H 3.56035 -6.77606 -3.40874 0.218 0.545 -0.973
H -1.59331 -9.20803 -4.37857 -0.097 -0.142 -0.236
H -0.69266 -10.74246 -4.30650 0.632 0.276 0.228
H -0.41023 -9.59322 -5.69688 -0.832 -0.621 -0.123
H -0.39440 -7.73313 -0.62152 -0.138 -0.438 0.304
H 0.16831 -9.05645 -1.64878 0.000 0.111 -0.219
H -1.58713 -8.87481 -1.39085 0.130 -0.117 0.463
C -2.36373 2.91584 -6.96858 -0.253 -0.869 -0.805
O -2.03494 2.64106 -5.57478 -1.228 -1.494 -0.116
P -2.75962 1.28482 -4.89455 2.673 -0.537 0.130
O -2.93768 0.17800 -5.84869 -0.370 0.805 0.056
O -1.75238 0.80535 -3.68433 -0.624 0.578 -2.196
C -2.04815 0.59839 -2.28829 -0.922 1.764 -0.489
O -4.04101 1.82836 -4.17793 2.770 0.184 1.839
C -5.23011 2.08439 -4.76409 -2.657 -0.417 -1.798
H -3.00498 3.77398 -7.16982 0.298 0.498 0.900
H -2.92955 2.13296 -7.47361 -0.016 -0.618 0.597
H -1.48565 2.97716 -7.61147 0.410 0.298 0.621
H -1.14096 0.81426 -1.72393 -0.216 -0.162 -0.136
H -2.49265 -0.36468 -2.03727 0.224 -0.213 -0.427
H -2.79035 1.38631 -2.16014 -0.082 -0.171 1.224
H -5.80412 2.83563 -4.22164 0.141 -0.251 0.241
H -5.73290 1.12105 -4.84948 -0.705 0.148 0.294
H -5.18847 2.39928 -5.80678 0.502 0.392 -0.114
C 6.11699 6.68357 -1.28000 0.830 1.654 0.023
O 5.20897 5.64012 -1.43848 -2.584 -1.595 0.804
P 3.91920 5.24421 -0.45735 2.419 1.509 3.941
O 4.34717 4.95005 1.00068 -0.770 0.827 -4.183
O 2.87403 6.45873 -0.60032 -0.095 -1.863 -1.104
C 2.87029 7.70735 0.09636 1.357 -1.040 0.573
O 3.16158 4.03724 -1.11651 0.430 1.581 -0.812
C 3.49146 2.72471 -0.71055 -0.526 -1.181 0.181
H 5.78231 7.65333 -1.64829 -0.712 -0.114 -0.623
H 6.99970 6.45339 -1.87661 0.005 -0.225 0.253
H 6.40661 6.99709 -0.27704 0.015 -1.046 0.487
H 3.50352 7.52431 0.96445 -0.106 0.527 0.352
H 1.85428 7.91271 0.43350 0.157 0.275 -0.396
H 3.36699 8.42076 -0.56125 -0.581 0.391 0.186
H 4.06530 2.71408 0.21610 0.013 0.066 -0.104
H 3.99516 2.17743 -1.50733 0.164 0.266 -0.005
H 2.52119 2.25245 -0.55677 0.205 -0.213 0.087
C -4.25418 1.61153 1.19554 -0.263 0.570 0.207
O -3.70006 1.71154 2.53229 1.159 -0.202 0.658
P -2.30504 2.47779 2.78967 1.594 0.787 -0.563
O -1.33665 2.41149 1.62527 -1.725 0.034 1.935
O -2.66389 4.06335 3.16926 0.305 -2.992 1.522
C -3.17866 4.85313 2.13853 0.475 0.239 -1.301
O -1.74349 1.88507 4.18468 -2.764 1.509 -1.003
C -0.48768 1.34522 4.45152 1.857 -0.659 -0.692
H -5.12235 2.26672 1.26696 0.344 0.504 -0.856
H -4.70537 0.66270 0.90524 0.527 -0.599 0.883
H -3.45691 1.81770 0.48143 -0.406 0.544 -0.191
H -4.22329 4.65598 1.89771 0.013 -0.216 0.013
H -2.50988 4.61880 1.31033 -0.494 0.429 -0.779
H -3.08492 5.91360 2.37244 0.090 -0.131 0.376
H 0.13972 1.53218 3.58002 0.246 -0.329 0.022
H -0.54048 0.27795 4.66657 -0.290 -0.043 -0.307
H 0.06089 1.76629 5.29406 -0.660 0.620 0.161
C 0.91203 0.79274 0.90101 0.924 -1.604 0.110
O 0.54899 0.12852 -0.37434 -0.209 3.498 0.860
C 0.52948 -1.18033 -0.54459 0.892 0.846 2.181
O 0.55663 -1.96827 0.35430 -0.179 -1.315 0.231
O 0.57576 -1.33331 -1.81614 0.167 -0.490 -3.337
C 0.65663 -2.57347 -2.49441 -0.334 -1.972 0.349
H 0.26373 0.51562 1.73228 0.206 -0.378 -0.346
H 0.99750 1.87813 0.95342 -1.061 0.050 -1.352
H 1.96194 0.53934 1.04791 -0.032 -0.708 0.514
H -0.29317 -3.10782 -2.47313 -0.135 0.242 0.211
H 1.37767 -3.28215 -2.08703 0.218 0.359 0.636
H 0.93306 -2.53074 -3.54791 -0.059 1.192 0.170
C 2.83954 -5.14864 0.51295 0.111 -0.281 1.730
O 3.71195 -6.06804 -0.06910 0.214 -1.670 -1.112
C 3.42513 -7.40962 -0.03460 -1.448 1.189 0.498
O 2.45297 -7.96470 0.46267 1.735 1.138 -0.744
O 4.41949 -7.94232 -0.71021 -0.454 -1.560 -0.270
C 4.29656 -9.36585 -0.95720 0.500 -0.040 -0.546
H 1.81096 -5.19246 0.15492 0.133 0.132 -0.250
H 3.33804 -4.18255 0.43392 -0.402 0.014 -0.329
H 2.87489 -5.43287 1.56464 -0.669 0.457 0.334
H 4.57649 -9.93414 -0.07020 0.253 0.103 -0.154
H 4.95158 -9.49851 -1.81827 0.343 -0.340 0.430
H 3.33426 -9.74757 -1.29831 -0.404 0.787 0.289
C -1.89767 -2.72004 -4.63324 1.557 0.577 0.398
O -2.82404 -3.73804 -4.59239 -1.965 -1.468 0.062
C -3.79397 -3.72170 -3.66796 -0.814 0.146 -1.820
O -3.81760 -3.17660 -2.59497 0.157 -0.472 -0.439
O -4.85369 -4.36332 -4.29245 1.093 0.507 1.891
C -5.98567 -4.56351 -3.46413 -1.919 -0.282 -0.864
H -1.91696 -2.16938 -5.57372 -0.680 0.194 0.208
H -0.92127 -3.20454 -4.63542 0.092 0.133 0.368
H -2.07747 -2.12004 -3.74118 0.571 0.527 -0.299
H -5.92729 -5.34053 -2.70194 0.629 0.205 0.055
H -6.76018 -4.88336 -4.16123 0.157 -0.538 -0.205
H -6.50212 -3.67905 -3.09117 0.975 0.471 0.460
C 1.94605 -2.65229 2.96705 -0.034 0.214 0.220
O 2.91181 -2.61237 4.06310 0.616 1.394 -0.100
C 3.16984 -1.36037 4.54683 -1.082 0.164 0.969
O 2.42970 -0.39889 4.45299 0.571 -0.739 -0.427
O 4.31146 -1.35640 5.25935 0.166 0.050 1.106
C 4.64553 -0.24148 6.19617 0.045 0.402 -1.118
H 2.23524 -3.44830 2.28087 0.274 0.273 0.252
H 1.92690 -1.68313 2.46858 -0.035 -0.248 -0.015
H 0.94436 -2.89340 3.32283 0.095 0.189 0.296
H 5.66031 0.05933 5.93570 -0.151 0.017 -0.340
H 4.70977 -0.42709 7.26833 -0.500 -1.319 -0.192
H 3.97444 0.61367 6.11590 -0.124 -0.225 -0.550
```
Positions in Å, forces in eV/Å.

Computed properties:
* LUMO: 0.43 eV
* HOMO level: -10.085 eV
* electronic energy: -6709.08042 Eh
* energy above the lowest of the compared OMol25 structures with the same formula, charge and spin: 147.6 kcal per mole
* molecular weight: 1340.837 g/mol


[2]
Molecular formula: C33H88IO11
Method: DFT, ωB97M-V/def2-TZVPD

```
133
Properties=species:S:1:pos:R:3:forces:R:3
I -0.20832 -0.26121 0.08099 -0.164 0.199 0.008
C 6.53996 -0.90889 1.63511 0.397 -0.011 0.678
C 5.57002 -1.79016 2.42950 0.610 0.894 0.531
C 4.97033 -1.09479 3.62849 2.543 0.026 2.376
O 4.45878 -1.96683 1.67456 -1.342 -0.899 -2.028
H 5.99761 -0.01773 1.31922 -0.037 -0.040 -0.366
H 6.92858 -1.48561 0.79579 -0.161 0.230 -0.183
H 7.38816 -0.54948 2.21778 0.180 -0.118 0.191
H 6.03842 -2.75627 2.61747 -0.045 -0.078 0.442
H 4.31237 -1.71286 4.23938 -0.370 0.021 -0.563
H 4.56981 -0.10123 3.42720 -0.368 -0.220 -0.417
H 5.80013 -0.89341 4.30597 0.239 0.310 0.512
H 4.11293 -1.07728 1.77789 -1.450 -0.022 -1.153
C -0.79406 5.75742 4.35801 -0.691 0.479 0.386
C -0.68583 4.50913 5.19474 -1.598 -1.273 -0.354
C 0.28055 3.51536 4.63680 0.891 0.750 0.816
O -0.42355 4.83995 6.55222 0.378 -0.171 0.246
H -0.02810 6.43041 4.74334 0.164 0.293 -0.343
H -1.77138 6.19764 4.55589 0.010 0.332 0.039
H -0.71903 5.68601 3.27295 0.252 -0.454 0.127
H -1.60292 3.92042 5.21589 -0.772 0.577 0.025
H 0.41775 2.68874 5.33393 0.142 0.036 -0.017
H 1.15706 4.16302 4.61736 0.875 -0.875 -0.640
H -0.03863 3.11393 3.67499 0.174 0.306 -0.026
H -0.31534 5.78812 6.65650 -0.004 0.004 -0.145
C -4.03053 3.03501 2.99726 0.557 2.149 0.776
C -3.69855 1.65038 2.71968 -0.214 -2.271 1.915
C -3.38100 0.79380 3.96471 1.528 0.096 0.040
O -4.86952 1.05545 2.22311 -0.757 -0.218 -1.263
H -4.74254 3.13868 3.81604 -0.479 -0.072 -0.292
H -4.35406 3.50190 2.06697 -0.274 0.172 0.200
H -3.15714 3.57281 3.36613 0.321 0.227 -0.154
H -2.82399 1.61135 2.07028 -0.307 -0.483 -0.625
H -4.06716 0.86086 4.80898 -0.396 0.381 -0.179
H -2.38744 0.99991 4.36278 0.141 0.264 0.143
H -3.31360 -0.25742 3.68457 -0.165 -0.040 -0.273
H -5.26237 0.56075 2.94597 -0.013 -0.079 -0.189
C -3.40042 -2.74946 -1.09762 -0.178 0.396 -0.696
C -4.11740 -2.30513 0.17098 1.020 -0.852 0.615
C -3.59656 -3.05987 1.38563 0.786 -0.316 0.020
O -3.84723 -0.95464 0.37513 -0.915 0.702 -0.209
H -3.45114 -3.81612 -1.31619 -0.098 -0.008 -0.028
H -2.36307 -2.41621 -1.12846 0.344 -0.324 0.771
H -3.75946 -2.14935 -1.93371 -0.673 -0.289 -0.260
H -5.18821 -2.50734 0.14719 -0.204 0.564 -0.430
H -3.96586 -4.08459 1.42654 -0.068 -0.044 0.206
H -3.75123 -2.51249 2.31544 -0.625 -0.091 -0.023
H -2.50933 -3.09817 1.31810 0.252 -0.194 -0.133
H -2.89083 -0.87584 0.40146 0.581 0.313 -0.002
C 0.26097 2.59868 -4.03841 -0.327 0.338 -1.332
C -0.12180 3.68596 -5.09403 -0.200 0.171 1.881
C -1.52340 4.26639 -4.89525 -0.312 -0.040 -0.619
O 0.86204 4.69432 -5.08429 0.486 0.791 -0.359
H 1.26009 2.25227 -4.30275 -0.271 -0.688 -0.262
H -0.55793 1.88141 -4.09338 0.557 -0.670 0.125
H 0.38891 2.86793 -2.98996 -0.495 0.803 -0.049
H -0.10670 3.33578 -6.12614 0.178 -0.632 0.188
H -1.76666 4.76089 -3.95482 0.513 -0.073 0.229
H -2.28219 3.49557 -5.03006 0.007 -0.204 0.044
H -1.68982 4.98380 -5.69882 -0.051 0.180 0.003
H 0.79102 5.19358 -4.26741 -0.020 -0.024 0.150
C 1.64913 -6.64888 -1.67104 -0.874 -0.362 -1.437
C 1.58479 -5.13952 -1.31273 1.713 -2.627 -0.315
C 0.22720 -4.52535 -1.37014 -0.104 0.326 0.524
O 2.24952 -5.05602 -0.07182 0.074 0.923 0.503
H 2.60574 -7.16857 -1.61696 0.476 0.701 0.438
H 1.41030 -6.76466 -2.72824 -0.290 0.010 -0.280
H 0.95620 -7.32774 -1.17394 -0.372 0.355 0.473
H 2.19708 -4.68516 -2.09168 0.314 0.417 0.221
H 0.33199 -3.45162 -1.52582 -0.150 0.009 -0.066
H -0.23478 -4.64547 -0.39022 -0.421 -0.188 -0.131
H -0.34032 -4.97838 -2.18302 -0.266 0.074 0.101
H 2.27298 -5.92301 0.33974 -0.141 0.046 -0.100
C -1.62437 -2.69914 -4.63275 -0.224 -0.566 -0.044
C -2.65763 -1.76912 -5.31401 1.408 1.115 0.590
C -2.14413 -0.24502 -5.35826 -1.288 -1.032 -0.478
O -2.76156 -2.23502 -6.67289 -0.006 0.195 0.810
H -1.47623 -2.71704 -3.55301 -0.066 1.010 0.068
H -0.66525 -2.56949 -5.13413 0.296 0.230 0.175
H -1.86736 -3.75066 -4.78556 -0.443 -0.079 -0.464
H -3.61789 -1.84941 -4.80453 -0.107 0.109 -0.328
H -2.55574 0.39124 -4.57477 0.492 -0.324 0.525
H -2.57610 0.21044 -6.24937 -0.118 -0.201 -0.280
H -1.06614 -0.15573 -5.49269 0.043 -0.159 0.462
H -1.83033 -2.43109 -6.79925 0.056 -0.301 -0.949
C 1.35795 -1.41979 3.59462 -1.772 0.242 0.337
C 1.65372 -2.82580 3.16069 -1.833 -1.251 0.884
C 0.41411 -3.80229 3.47628 0.524 1.267 0.086
O 1.78094 -2.86758 1.78788 0.575 -0.074 -0.388
H 1.88142 -0.63180 3.05318 0.553 -0.169 0.454
H 1.22500 -1.32514 4.67233 0.904 0.277 0.267
H 0.31881 -1.25890 3.30757 -0.290 0.210 -0.465
H 2.52741 -3.21654 3.68231 0.281 -0.178 -0.425
H 0.61696 -4.77524 3.02871 0.144 -0.203 0.672
H -0.51225 -3.48099 3.00013 0.189 0.567 -0.742
H 0.06352 -3.73789 4.50634 0.616 -0.782 0.475
H 0.95086 -2.46363 1.52447 -0.195 0.236 -0.911
C 4.04277 3.06167 0.52930 -0.138 -0.307 -0.518
C 3.60449 2.14910 1.68026 1.657 0.999 0.503
C 2.62163 2.75990 2.61503 -0.114 0.748 -0.288
O 3.15012 0.94095 1.24092 0.063 -1.770 -0.729
H 3.16793 3.15924 -0.11353 -0.122 0.458 -0.138
H 4.80559 2.62126 -0.11276 0.031 -0.506 0.179
H 4.46589 4.03639 0.77218 -0.430 0.102 0.470
H 4.47896 1.91413 2.28703 0.389 -0.072 0.013
H 3.11311 3.61615 3.07698 -0.290 0.044 0.419
H 2.29206 2.00282 3.32657 -0.002 0.269 0.115
H 1.77889 3.12627 2.02880 -0.311 0.011 0.166
H 2.37286 1.04432 0.68704 -0.584 -0.228 -0.203
C 2.13958 -1.01993 -2.88947 -0.361 -1.163 -0.533
C 3.14703 -1.80493 -2.05786 1.019 2.626 1.706
C 4.31190 -0.76976 -1.68994 0.333 -0.539 -0.869
O 2.59796 -2.30410 -0.85388 0.461 -0.589 -0.923
H 1.84351 -0.08449 -2.41471 0.247 0.057 -0.205
H 1.22593 -1.59729 -3.03089 -0.261 -0.165 0.312
H 2.49587 -0.94010 -3.91650 0.307 0.682 0.011
H 3.63965 -2.60168 -2.61518 -0.273 -0.284 -0.004
H 4.78787 -0.46456 -2.62182 0.117 -0.037 -0.402
H 5.12647 -1.16616 -1.08376 -0.291 -0.525 0.128
H 4.07114 0.18469 -1.22181 -0.897 -0.245 0.209
H 1.79805 -1.81718 -0.64256 -0.275 0.359 0.193
C -4.75962 1.86847 -3.25626 0.124 0.307 -1.314
C -3.96673 1.66076 -1.99421 -0.484 -1.126 -0.460
C -2.86146 2.61668 -1.79166 0.748 1.465 0.387
O -4.98003 1.76960 -0.99377 0.771 -0.148 0.445
H -5.53712 1.10964 -3.34446 0.015 0.081 0.007
H -4.21986 1.93247 -4.20107 0.479 -0.479 -0.039
H -5.21769 2.85745 -3.24287 -0.372 0.145 0.366
H -3.49236 0.67940 -1.99732 -0.618 -0.423 0.449
H -1.94234 2.40653 -2.33862 -0.247 -0.156 -0.282
H -2.54197 2.69056 -0.75215 -0.193 -0.288 0.145
H -3.22985 3.60236 -2.07596 0.196 0.441 -0.095
H -5.21672 2.69435 -1.09580 -0.473 0.204 0.442
```
Positions in Å, forces in eV/Å.

Computed properties:
* total charge: -1
* LUMO: 2.26 eV
* HOMO level: -5.249 eV
* electronic energy: -2435.37627 Eh
* molecular weight: 787.960 g/mol


Number 1: largest force on an atom 4.864 eV/Å. Number 2: largest force on an atom 3.480 eV/Å.